Below is C25H29BBr51F5N3O as an isolated structure, with properties calculated with ωB97M-V/def2-TZVPD.

## Properties
maximum force: 2.05 eV Å⁻¹
charge: +1
orbital gap: 7.949 eV

CARTESIAN COORDINATES (ANGSTROEM)
N (-1.87459, -5.55447, -4.39351)
B (-0.57979, -4.89756, -4.34146)
O (0.53254, -5.59224, -4.63996)
N (-0.51856, -3.41456, -4.00351)
C (-1.66431, -2.63472, -3.87466)
C (-1.30924, -1.38589, -3.57226)
N (0.06431, -1.39448, -3.52358)
C (0.52955, -2.60086, -3.77165)
C (1.97136, -2.91513, -3.67259)
C (2.36412, -3.16948, -2.16656)
C (1.24204, -2.93906, -1.15598)
C (1.72015, -3.07860, 0.28356)
F (2.60848, -2.08025, 0.52274)
F (2.24897, -4.30216, 0.50851)
C (0.52894, -2.85275, 1.24449)
F (-0.00434, -1.62677, 1.03977)
F (0.93006, -2.92361, 2.51572)
F (-0.43216, -3.76863, 1.02962)
H (-2.49795, -5.11744, -5.06895)
H (-2.35187, -5.48277, -3.49796)
H (1.33473, -5.41982, -4.13310)
H (-2.65280, -3.04348, -3.97929)
H (-1.90366, -0.50999, -3.36442)
H (0.64292, -0.59059, -3.30459)
H (2.26713, -3.77618, -4.25951)
H (2.57311, -2.07916, -4.01578)
H (3.18249, -2.48004, -1.96499)
H (2.73474, -4.18691, -2.02932)
H (0.41465, -3.64108, -1.28244)
H (0.88392, -1.91531, -1.21972)
C (5.28695, -4.38656, 2.23503)
Br (5.33847, -2.59477, 2.91521)
Br (5.97510, -4.48971, 0.43628)
Br (6.16196, -5.61595, 3.40577)
H (4.24724, -4.68117, 2.19474)
C (4.22054, -9.25998, 3.84721)
Br (5.99467, -9.48125, 3.14310)
Br (4.22420, -9.20115, 5.76382)
Br (3.33088, -7.72911, 3.08153)
H (3.64833, -10.12614, 3.55060)
C (-0.94555, 1.50931, 3.34860)
Br (-2.69922, 1.81641, 4.06509)
Br (-0.25682, 3.08312, 2.47305)
Br (0.27183, 0.84743, 4.67839)
H (-1.03926, 0.73902, 2.59669)
C (-5.30557, 1.17307, -4.48482)
Br (-4.11730, -0.17918, -3.78918)
Br (-7.11863, 0.57091, -4.59149)
Br (-5.08633, 2.74599, -3.41875)
H (-4.97821, 1.39234, -5.49127)
C (3.02289, -7.26240, -6.09871)
Br (2.12712, -6.42294, -7.57432)
Br (4.32097, -8.54164, -6.67976)
Br (3.82434, -5.94850, -4.91776)
H (2.27658, -7.79053, -5.52282)
C (-5.91216, -1.86552, -7.86687)
Br (-7.58733, -2.63505, -7.34687)
Br (-4.57688, -2.08813, -6.48283)
Br (-5.29969, -2.54869, -9.55101)
H (-6.06082, -0.80173, -7.98201)
C (2.77821, 1.36252, -1.86804)
Br (4.08566, -0.02963, -2.11170)
Br (2.23122, 2.12179, -3.54474)
Br (1.26647, 0.74473, -0.85817)
H (3.25823, 2.14292, -1.29228)
C (-1.86805, 5.07637, -3.11690)
Br (-3.22011, 5.92362, -2.04858)
Br (-0.59397, 6.34027, -3.79637)
Br (-1.00547, 3.64395, -2.15211)
H (-2.36067, 4.62911, -3.96825)
C (-3.95805, 6.02195, 2.23658)
Br (-2.31131, 5.21649, 1.64390)
Br (-4.74614, 7.15677, 0.89182)
Br (-5.20366, 4.70430, 2.86468)
H (-3.71549, 6.65879, 3.07438)
C (2.30889, -2.11795, -7.95249)
Br (1.30313, -2.22499, -6.29495)
Br (1.53696, -3.28228, -9.25438)
Br (2.52044, -0.31820, -8.56185)
H (3.29299, -2.50505, -7.72877)
C (7.73924, -8.17221, 8.13208)
Br (8.95632, -9.60095, 7.72995)
Br (7.25608, -7.18955, 6.55277)
Br (6.18375, -8.80645, 9.06993)
H (8.25165, -7.48704, 8.79082)
C (-2.81286, 8.90344, 5.56710)
Br (-1.81666, 8.22991, 4.07204)
Br (-4.69793, 8.65777, 5.27169)
Br (-2.24287, 8.13119, 7.23106)
H (-2.62317, 9.96601, 5.62726)
C (-1.23609, -3.43144, 5.90883)
Br (-2.11280, -2.23648, 4.67684)
Br (-0.05935, -4.66749, 5.02073)
Br (-0.34253, -2.47090, 7.30805)
H (-2.01225, -4.02445, 6.36936)
C (7.18091, 2.75351, -2.65298)
Br (6.84996, 1.63279, -4.17833)
Br (5.74955, 4.01536, -2.39652)
Br (7.49719, 1.71632, -1.06774)
H (8.07923, 3.31839, -2.85442)
C (-5.35023, 7.76822, 9.37877)
Br (-4.22652, 6.31008, 9.92861)
Br (-7.20772, 7.26695, 9.40163)
Br (-5.02715, 9.34705, 10.42140)
H (-5.09297, 8.00311, 8.35433)
C (-8.52839, 10.11055, 4.70592)
Br (-7.47334, 9.46151, 3.23242)
Br (-10.40344, 9.82991, 4.40703)
Br (-7.96097, 9.35355, 6.38187)
H (-8.36921, 11.17708, 4.76581)
C (1.03642, 10.95454, 2.59755)
Br (0.67722, 11.13221, 4.47957)
Br (-0.55800, 10.58954, 1.58438)
Br (1.96024, 12.49489, 1.91842)
H (1.69422, 10.10696, 2.47532)

Forces on atoms 1 to 6 (eV/Å):
0.08 0.73 -0.11
-0.23 -0.33 -0.31
-0.12 -0.06 0.83
0.05 -0.06 0.31
-0.64 -0.62 -0.02
0.27 0.55 0.25

Results of the Mulliken charge analysis, in e, for atoms 1 through 5: number 1, N, carries -0.579; number 2, B, carries 0.396; number 3, O, carries -0.479; number 4, N, carries 0.907; number 5, C, carries -0.078